*a*
ORCA calculation (wB97M-V/def2-TZVPD) on a cluster of 8 separate species, H17O8 in total.

Geometry as XYZ:
```
25
Properties=species:S:1:pos:R:3:mulliken_charge:R:1
O -14.61 3.90 12.96 -0.287
H -14.23 4.25 12.08 0.468
H -14.65 4.73 13.32 0.399
H -13.87 3.33 13.39 0.533
O -12.39 5.80 13.09 -0.551
H -11.51 5.51 12.86 0.265
H -12.97 6.23 12.32 0.268
O -16.82 5.17 11.07 -0.627
H -17.41 5.59 11.69 0.323
H -16.76 5.81 10.21 0.318
O -11.88 5.06 16.26 -0.606
H -12.40 5.87 16.18 0.308
H -12.11 4.41 15.55 0.356
O -13.19 4.08 10.58 -0.561
H -12.28 4.23 10.29 0.280
H -13.52 3.31 10.18 0.258
O -13.77 6.76 10.98 -0.537
H -14.58 7.17 11.05 0.262
H -13.68 6.59 10.08 0.269
O -12.51 2.88 14.42 -0.730
H -12.47 1.98 14.93 0.334
H -11.88 2.60 13.85 0.301
O -15.53 5.69 14.85 -0.611
H -15.39 6.68 15.07 0.320
H -16.21 5.64 15.41 0.245
```

Properties
- Net charge: +1
- HOMO: -13.31 eV
- LUMO: -3.28 eV

***

*b*
ORCA calculation (wB97M-V/def2-TZVPD) on a cluster of 8 separate species, H17O8 in total.

Geometry as XYZ:
```
25
Properties=species:S:1:pos:R:3:mulliken_charge:R:1
O 1.24 0.26 1.77 -0.668
H 1.88 0.85 1.35 0.311
H 0.83 0.85 2.39 0.336
O 1.41 -2.97 0.82 -0.657
H 2.11 -3.62 0.65 0.328
H 1.35 -3.05 1.78 0.301
O -1.46 2.30 0.24 -0.631
H -1.64 3.24 0.22 0.301
H -2.22 1.90 -0.20 0.314
O -1.45 -0.37 -2.63 -0.636
H -1.92 -1.15 -2.29 0.306
H -1.59 -0.37 -3.58 0.307
O 2.84 -3.27 -1.44 -0.594
H 2.25 -3.31 -2.20 0.295
H 3.69 -2.89 -1.66 0.308
O 0.68 0.60 -1.23 -0.679
H 0.36 1.27 -0.63 0.377
H -0.11 0.35 -1.77 0.463
O -2.80 4.42 2.20 -0.619
H -3.52 4.92 1.82 0.320
H -2.35 4.97 2.85 0.317
O -0.36 -1.07 0.33 -0.464
H 0.34 -0.60 -0.37 0.441
H 0.38 -1.73 0.52 0.495
H -0.36 -0.49 1.12 0.429
```

Properties
- Net charge: +1
- HOMO: -14.21 eV
- LUMO: -2.82 eV

***

Energies in kJ/mol, measured from the most stable structure: *a* 178.0; *b* 0.0.

***

*a*
ORCA calculation (wB97M-V/def2-TZVPD) on the ion C4H10NS with charge -1.

Geometry as XYZ:
```
16
Properties=species:S:1:pos:R:3:mulliken_charge:R:1
C 0.82 -1.58 1.54 -1.185
C 1.16 -0.45 0.46 -0.254
N 0.10 -0.63 -0.42 -0.285
C -0.36 0.53 -1.24 -0.704
C -1.37 1.61 -0.76 -0.548
S -2.57 2.18 -2.11 -0.696
H 1.47 -2.36 1.23 0.257
H 1.22 -1.21 2.39 0.400
H -0.23 -1.83 1.78 0.375
H 2.20 -0.63 0.24 0.197
H 1.16 0.57 0.91 0.287
H -0.66 -1.09 -0.08 0.224
H -0.75 0.14 -2.31 0.295
H 0.67 0.94 -1.43 0.299
H -0.75 2.46 -0.29 0.163
H -2.09 1.35 0.09 0.175
```

Properties
- Structure (SMILES): CCNCC[S-]
- Net charge: -1
- HOMO: -2.27 eV
- LUMO: 3.54 eV

***

*b*
ORCA calculation (wB97M-V/def2-TZVPD) on the ion C4H10NS with charge -1.

Geometry as XYZ:
```
16
Properties=species:S:1:pos:R:3:mulliken_charge:R:1
C -1.49 1.83 -1.00 -1.268
C -0.30 1.76 -0.05 -0.190
N -0.45 0.77 1.01 -0.471
C -0.95 -0.56 0.64 -0.459
C 0.11 -1.61 0.23 -0.694
S 1.74 -0.97 -0.31 -0.691
H -1.47 1.01 -1.72 0.292
H -1.47 2.77 -1.55 0.378
H -2.43 1.82 -0.44 0.311
H 0.61 1.58 -0.65 0.221
H -0.19 2.74 0.41 0.365
H 0.46 0.60 1.42 0.246
H -1.48 -0.92 1.54 0.283
H -1.70 -0.49 -0.15 0.209
H 0.32 -2.28 1.08 0.214
H -0.29 -2.24 -0.56 0.253
```

Properties
- Structure (SMILES): CCNCC[S-]
- Net charge: -1
- HOMO: -2.31 eV
- LUMO: 4.07 eV

***

Energies in kJ/mol, measured from the most stable structure: *a* 165.6; *b* 0.0.

***

*a*
ORCA calculation (wB97M-V/def2-TZVPD) on the ion C4H10NS with charge -1.

Geometry as XYZ:
```
16
Properties=species:S:1:pos:R:3:mulliken_charge:R:1
C 2.03 0.53 -0.25 -0.826
N 0.76 0.16 -0.84 -0.433
C -0.35 0.19 0.15 0.338
C -0.52 -1.14 0.86 -1.394
C -1.66 0.56 -0.57 -1.099
S -3.11 0.81 0.50 -0.651
H 2.42 -0.18 0.50 0.269
H 1.98 1.49 0.25 0.300
H 2.81 0.57 -1.02 0.305
H 0.81 -0.81 -1.14 0.268
H -0.18 1.02 0.84 0.290
H 0.43 -1.63 1.08 0.423
H -0.99 -1.00 1.83 0.346
H -1.13 -1.80 0.27 0.321
H -1.82 -0.24 -1.31 0.246
H -1.48 1.46 -1.15 0.296
```

Properties
- Structure (SMILES): CN[C@H](C)C[S-]
- Net charge: -1
- HOMO: -2.19 eV
- LUMO: 3.73 eV

***

*b*
ORCA calculation (wB97M-V/def2-TZVPD) on the ion C4H10NS with charge -1.

Geometry as XYZ:
```
16
Properties=species:S:1:pos:R:3:mulliken_charge:R:1
C -1.49 1.16 0.36 -0.771
N -0.21 0.80 0.97 -0.337
C 0.57 -0.24 0.26 0.063
C 1.10 0.27 -1.10 -1.337
C -0.05 -1.62 0.23 -0.855
S 1.19 -2.98 -0.02 -0.641
H -2.02 0.22 0.34 0.274
H -1.44 1.65 -0.63 0.248
H -2.09 1.87 1.01 0.307
H 0.45 1.48 1.30 0.247
H 1.46 -0.33 0.87 0.316
H 1.45 1.30 -0.98 0.357
H 1.94 -0.39 -1.41 0.366
H 0.34 0.14 -1.88 0.289
H -0.81 -1.63 -0.58 0.239
H -0.40 -1.70 1.27 0.237
```

Properties
- Structure (SMILES): CN[C@H](C)C[S-]
- Net charge: -1
- HOMO: -2.28 eV
- LUMO: 3.79 eV

***

Energies in kJ/mol, measured from the most stable structure: *a* 0.0; *b* 28.0.

***

*a*
ORCA calculation (wB97M-V/def2-TZVPD) on a cluster of 2 separate species, C3H9S in total.

Geometry as XYZ:
```
13
Properties=species:S:1:pos:R:3:mulliken_charge:R:1
C 1.87 0.25 0.52 -0.802
C 1.05 0.75 1.61 -0.724
H 2.73 1.01 0.51 0.201
H 1.46 0.37 -0.54 0.185
H 2.38 -0.69 0.43 0.303
H 0.51 1.62 1.32 0.224
H 0.33 -0.07 1.96 0.211
H 1.76 1.30 2.25 0.343
C -2.53 -1.01 -1.65 -0.843
S -1.38 0.26 -1.14 -0.720
H -3.55 -0.89 -1.41 0.244
H -2.40 -0.92 -2.63 0.210
H -2.23 -1.98 -1.23 0.166
```

Properties
- Net charge: -1
- HOMO: -1.93 eV
- LUMO: 4.22 eV

***

*b*
ORCA calculation (wB97M-V/def2-TZVPD) on a cluster of 2 separate species, C3H9S in total.

Geometry as XYZ:
```
13
Properties=species:S:1:pos:R:3:mulliken_charge:R:1
S 2.98 0.77 1.36 -0.883
H 3.28 -0.49 1.02 -0.068
C -1.20 1.05 -0.45 -1.164
C -0.53 0.00 0.42 0.064
C 0.06 -1.13 -0.43 -1.178
H -0.48 1.61 -1.06 0.299
H -1.70 1.81 0.15 0.306
H -1.95 0.63 -1.13 0.319
H -1.29 -0.47 1.04 0.234
H 0.26 0.46 1.02 0.112
H -0.74 -1.56 -1.05 0.389
H 0.85 -0.76 -1.09 0.290
H 0.45 -1.92 0.20 0.280
```

Properties
- Net charge: -1
- HOMO: -2.48 eV
- LUMO: 4.04 eV

***

Energies in kJ/mol, measured from the most stable structure: *a* 170.1; *b* 0.0.